Record 1
Formula: C24H40Cl2CrGeNOSi3
Source: the Open Molecules 2025 dataset
Level of theory: ωB97M-V/def2-TZVPD

XYZ file:
```
73
Properties=species:S:1:pos:R:3:lowdin_charge:R:1
Cr 0.96 0.68 -1.01 0.465
Cl 5.04 2.82 0.64 0.716
C 3.57 3.57 0.14 -0.586
C 3.38 4.94 0.35 -0.115
C 2.23 5.56 -0.07 -0.615
Cl 2.05 7.27 0.16 0.688
C 1.19 4.83 -0.68 -0.183
C -0.01 5.36 -1.18 0.003
C -0.93 4.52 -1.76 -0.037
C -0.70 3.14 -1.76 -0.117
N 0.40 2.60 -1.27 -0.008
C 1.38 3.44 -0.81 -0.154
C 2.60 2.78 -0.47 -0.401
O 2.72 1.52 -0.75 -0.186
H 4.16 5.51 0.82 0.108
H -0.20 6.43 -1.12 0.099
H -1.84 4.91 -2.19 0.113
H -1.44 2.45 -2.14 0.108
C 1.81 0.70 2.47 -0.193
Si -0.05 0.98 2.28 0.387
C -0.93 0.17 3.75 -0.212
C -0.45 2.83 2.37 -0.192
Ge -0.98 -0.19 0.32 0.685
Si -3.28 0.54 -0.09 0.357
C -4.30 -0.20 1.32 -0.211
C -3.87 -0.15 -1.75 -0.223
C -3.58 2.41 -0.05 -0.206
Si -0.95 -2.53 0.96 0.363
C -2.14 -3.13 2.31 -0.209
C -1.40 -3.46 -0.62 -0.229
C 0.80 -2.96 1.53 -0.212
H 2.31 1.59 2.88 0.036
H 2.29 0.48 1.51 0.008
H 2.02 -0.13 3.13 0.032
H -0.64 0.66 4.68 0.038
H -0.66 -0.88 3.83 0.007
H -2.02 0.24 3.65 0.018
H 0.04 3.27 3.24 0.039
H -1.52 3.00 2.48 0.017
H -0.11 3.37 1.49 0.010
H -4.13 -1.28 1.40 -0.002
H -5.37 -0.04 1.15 0.036
H -4.04 0.25 2.27 0.022
H -4.13 -1.21 -1.66 0.023
H -3.08 -0.08 -2.51 0.019
H -4.74 0.39 -2.13 0.028
H -3.10 2.87 0.82 0.014
H -4.65 2.62 0.01 0.036
H -3.19 2.91 -0.94 -0.003
H -3.18 -2.98 2.04 0.005
H -1.97 -2.64 3.27 0.012
H -1.99 -4.20 2.45 0.035
H -2.47 -3.37 -0.84 0.022
H -1.17 -4.53 -0.55 0.030
H -0.84 -3.05 -1.46 0.004
H 0.97 -2.64 2.57 0.022
H 1.53 -2.46 0.90 0.002
H 0.98 -4.03 1.48 0.030
C 2.59 -3.43 -3.91 -0.056
C 2.42 -3.53 -2.39 -0.627
C 3.79 -3.77 -1.73 -0.050
C 1.47 -4.69 -2.05 -0.059
C 1.86 -2.26 -1.87 -0.146
C 1.48 -1.20 -1.42 -0.140
H 2.98 -4.36 -4.31 0.083
H 3.27 -2.62 -4.16 0.086
H 1.63 -3.22 -4.39 0.084
H 4.22 -4.70 -2.09 0.083
H 3.70 -3.81 -0.65 0.082
H 4.47 -2.95 -1.98 0.088
H 1.91 -5.63 -2.39 0.086
H 0.51 -4.56 -2.54 0.076
H 1.30 -4.75 -0.97 0.069
```

Properties
* multiplicity: 6
* HOMO level (alpha / beta): -7.380 / -7.829 eV
* gap between HOMO and LUMO (alpha / beta): 0.2521 / 0.2101 Ha



Record 2
Formula: C6H10
Source: the Open Molecules 2025 dataset
Level of theory: ωB97M-V/def2-TZVPD

XYZ file:
```
16
Properties=species:S:1:pos:R:3:lowdin_charge:R:1
C 0.27 1.22 0.66 -0.122
C 0.33 -0.29 0.40 -0.401
C 0.16 -0.69 -1.03 -0.037
C -0.33 0.27 -1.98 -0.157
C -0.52 -1.02 1.53 -0.180
C 0.88 -0.89 1.89 -0.007
H -0.60 1.75 0.18 0.064
H 0.30 1.51 1.70 0.072
H 1.09 1.71 0.16 0.072
H 0.70 -1.63 -1.38 0.129
H 0.25 1.07 -2.44 0.074
H -0.62 -0.20 -2.96 0.075
H -1.35 1.00 -1.71 0.162
H -1.40 -0.43 2.00 0.147
H -0.94 -1.91 1.06 0.079
H 1.79 -1.47 1.92 0.030
```

Properties
* HOMO level: -6.703 eV
* gap between HOMO and LUMO: 0.2090 Ha
* energy relative to the best compared isomer or geometry (same formula, charge and spin): 7.065 eV



Record 3
Formula: C29H33AsN2O8RuSSi2
Source: the Open Molecules 2025 dataset
Level of theory: ωB97M-V/def2-TZVPD

XYZ file:
```
77
Properties=species:S:1:pos:R:3:lowdin_charge:R:1
Ru 0.48 -1.17 0.68 1.017
O 1.63 -1.57 4.66 0.023
C 1.81 -1.44 3.46 -0.588
O 0.87 -1.65 2.59 -0.242
C 3.20 -1.04 2.98 -0.142
C 4.12 -0.82 4.01 -0.040
C 5.44 -0.47 3.77 -0.111
C 5.87 -0.36 2.45 -0.118
C 4.98 -0.58 1.42 -0.151
C 3.64 -0.92 1.66 -0.547
S 2.72 -1.17 0.17 0.730
H 3.75 -0.92 5.02 0.106
H 6.12 -0.30 4.59 0.084
H 6.90 -0.09 2.22 0.088
H 5.30 -0.48 0.39 0.083
O 1.50 1.43 2.03 0.019
C 0.63 1.82 1.27 -0.623
O -0.22 1.11 0.63 -0.175
C 0.55 3.32 0.99 -0.115
C 1.61 4.13 1.38 -0.017
C 1.61 5.51 1.13 0.004
C 0.50 6.02 0.50 -0.226
O 0.25 7.33 0.14 0.008
C -1.04 7.33 -0.46 -0.165
O -1.52 5.99 -0.50 0.015
C -0.55 5.22 0.12 -0.200
C -0.56 3.87 0.34 0.068
H 2.44 3.65 1.88 0.115
H 2.44 6.14 1.42 0.110
H -0.97 7.72 -1.48 0.128
H -1.72 7.94 0.14 0.127
H -1.38 3.22 0.02 0.097
C 0.14 -0.90 -1.46 -0.303
C 1.13 -0.11 -2.22 -0.340
C 2.17 -0.73 -2.93 -0.092
C 3.08 0.00 -3.67 -0.046
C 2.98 1.39 -3.72 -0.261
C 1.96 2.03 -3.01 -0.033
C 1.06 1.29 -2.28 -0.032
C 3.91 2.16 -4.51 -0.215
N 4.64 2.76 -5.15 0.106
H 0.07 -1.92 -1.84 0.050
H -0.82 -0.40 -1.52 -0.016
H 2.26 -1.81 -2.88 0.110
H 3.88 -0.50 -4.21 0.109
H 1.89 3.11 -3.03 0.111
H 0.28 1.79 -1.71 0.092
C -3.07 1.26 -0.82 -0.235
Si -3.51 -0.55 -0.60 0.218
C -5.23 -0.54 0.17 -0.237
C -3.65 -1.34 -2.31 -0.223
As -2.00 -1.64 0.82 0.846
Si -2.58 -3.91 0.49 0.236
C -2.12 -4.68 -1.16 -0.212
C -1.99 -4.90 1.96 -0.232
C -4.47 -4.04 0.53 -0.257
H -3.82 1.73 -1.47 0.030
H -2.08 1.41 -1.24 0.002
H -3.08 1.75 0.15 0.028
H -5.91 0.03 -0.46 0.022
H -5.19 -0.05 1.15 0.023
H -5.64 -1.54 0.31 -0.006
H -4.37 -0.77 -2.92 0.022
H -3.99 -2.37 -2.26 0.000
H -2.68 -1.33 -2.82 0.023
H -1.04 -4.70 -1.30 0.006
H -2.58 -4.14 -1.99 0.005
H -2.50 -5.71 -1.17 0.026
H -0.94 -4.71 2.16 0.008
H -2.11 -5.97 1.75 0.028
H -2.59 -4.64 2.84 0.021
H -4.95 -3.62 -0.36 0.002
H -4.90 -3.56 1.41 0.017
H -4.73 -5.11 0.58 0.020
O 1.04 -5.46 0.63 -0.134
N 1.33 -4.34 0.22 -0.250
O 0.34 -3.52 0.21 -0.399
```

Properties
* multiplicity: 5
* total charge: -2
* HOMO level (alpha / beta): -2.158 / -2.550 eV
* gap between HOMO and LUMO (alpha / beta): 0.2226 / 0.2204 Ha
* energy relative to the best compared isomer or geometry (same formula, charge and spin): 0.000 eV



Record 4
Formula: C5H12NOPS
Source: the Open Molecules 2025 dataset
Level of theory: ωB97M-V/def2-TZVPD

XYZ file:
```
21
Properties=species:S:1:pos:R:3:lowdin_charge:R:1
C 1.73 -1.16 -0.71 -0.485
C 3.15 -0.88 -0.39 -0.474
C -2.14 0.01 0.70 -0.051
C -0.64 1.96 0.51 -0.061
C -0.72 0.45 0.29 -0.496
N 2.15 1.72 -0.22 -0.419
O 0.14 -0.22 1.20 -0.497
P 0.72 -1.70 0.84 0.906
S 3.06 0.83 0.54 0.864
H 1.23 -0.05 -0.98 0.084
H 1.71 -1.91 -1.51 0.067
H 3.84 -1.49 0.25 0.076
H 3.82 -0.68 -1.19 0.046
H -2.97 0.39 0.17 0.069
H -2.31 -0.99 0.48 0.032
H -2.42 0.28 1.65 0.063
H -0.86 2.30 1.60 0.127
H -1.09 2.58 -0.25 0.086
H 0.38 2.18 0.31 -0.020
H -0.38 0.29 -0.68 0.081
H -0.51 -2.21 -0.01 0.002
```

Properties
* HOMO level: -8.713 eV
* gap between HOMO and LUMO: 0.2935 Ha
* energy relative to the best compared isomer or geometry (same formula, charge and spin): 4.309 eV



Record 5
Formula: C4H6N2O2
Source: the Open Molecules 2025 dataset
Level of theory: ωB97M-V/def2-TZVPD

XYZ file:
```
14
Properties=species:S:1:pos:R:3:lowdin_charge:R:1
C -0.93 0.67 0.75 -0.097
C 0.46 0.19 1.05 -0.499
C -0.68 -0.11 -0.47 -0.210
C -1.45 -0.76 -1.32 -0.030
O 0.58 -0.88 1.86 0.107
N 1.12 -0.03 -1.93 0.111
N 2.12 0.28 -1.50 0.058
O 1.51 0.92 0.83 0.023
H 1.48 -0.92 2.21 0.130
H 2.05 0.64 -0.12 0.070
H -1.69 0.29 1.44 0.122
H -0.97 1.75 0.61 0.125
H -2.53 -0.61 -1.33 0.055
H -1.05 -1.42 -2.08 0.035
```

Properties
* HOMO level (alpha / beta): -7.935 / -7.934 eV
* gap between HOMO and LUMO (alpha / beta): 0.3133 / 0.3133 Ha
* energy relative to the best compared isomer or geometry (same formula, charge and spin): 4.411 eV



Record 6
Formula: CF4FeO3P
Source: the Open Molecules 2025 dataset
Level of theory: ωB97M-V/def2-TZVPD

XYZ file:
```
10
Properties=species:S:1:pos:R:3:lowdin_charge:R:1
C -1.34 -1.88 0.42 -0.411
O -0.82 0.59 -0.74 -0.356
O -0.28 -1.79 0.93 0.175
O -2.41 -2.23 0.13 0.233
Fe -1.74 2.22 -0.04 1.420
P 0.68 0.80 -0.41 0.404
F 1.58 1.81 -1.24 -0.045
F 0.22 2.20 0.56 -0.303
F 1.49 0.36 0.87 -0.033
F 1.29 -0.43 -1.27 -0.085
```

Properties
* multiplicity: 7
* total charge: +1
* HOMO level (alpha / beta): -15.210 / -16.460 eV
* gap between HOMO and LUMO (alpha / beta): 0.3559 / 0.2096 Ha



Record 7
Formula: C4H7NO
Source: the Open Molecules 2025 dataset
Level of theory: ωB97M-V/def2-TZVPD

XYZ file:
```
13
Properties=species:S:1:pos:R:3:lowdin_charge:R:1
C -0.94 1.99 0.00 -0.087
C -1.40 0.66 0.11 -0.054
N -2.01 -0.30 -0.14 -0.125
O -2.48 -1.41 -0.14 -0.004
H -0.63 2.36 -0.94 0.060
H -1.56 2.77 0.45 0.077
H 0.03 2.28 0.62 0.123
C 1.39 -1.68 0.54 -0.051
C 1.77 -1.10 -0.60 -0.035
H 0.94 -2.68 0.73 0.070
H 1.19 -1.15 1.40 0.011
H 1.70 -1.63 -1.44 0.007
H 1.99 -0.12 -0.60 0.008
```

Properties
* HOMO level: -9.460 eV
* gap between HOMO and LUMO: 0.3718 Ha
* SMILES: CC#[N+][O-].C=C
* energy relative to the best compared isomer or geometry (same formula, charge and spin): 5.345 eV



Record 8
Formula: C28H74N4O12
Source: the Open Molecules 2025 dataset
Level of theory: ωB97M-V/def2-TZVPD

XYZ file:
```
118
Properties=species:S:1:pos:R:3:lowdin_charge:R:1
C -2.59 2.87 1.48 -0.074
O -2.14 2.66 2.85 -0.202
C -1.19 3.52 3.43 -0.228
C -1.04 3.17 4.91 -0.169
N 0.12 2.19 5.12 -0.049
C 0.01 1.58 6.46 -0.212
C 0.71 0.24 6.69 -0.250
O 0.04 -0.72 5.95 -0.204
C 0.73 -2.02 6.02 -0.064
H -1.69 2.89 0.85 0.063
H -3.10 3.82 1.30 0.082
H -3.25 2.11 1.07 0.079
H -1.60 4.53 3.35 0.114
H -0.24 3.55 2.89 0.120
H -1.96 2.85 5.40 0.112
H -0.70 4.03 5.49 0.111
H -0.11 1.43 4.50 0.078
H -1.05 1.44 6.70 0.106
H 0.32 2.37 7.15 0.115
H 0.68 -0.11 7.72 0.119
H 1.76 0.26 6.37 0.119
H 0.88 -2.39 7.04 0.082
H 1.73 -1.95 5.59 0.086
H 0.11 -2.75 5.49 0.078
C 6.61 2.58 0.32 -0.084
O 5.72 3.20 -0.64 -0.218
C 6.41 4.08 -1.56 -0.220
C 5.38 4.90 -2.27 -0.200
N 4.67 3.97 -3.21 -0.060
C 3.57 4.64 -3.92 -0.178
C 2.29 4.51 -3.03 -0.174
O 1.84 3.12 -3.16 -0.201
C 0.49 3.00 -2.75 -0.122
H 7.54 2.28 -0.15 0.083
H 6.12 1.69 0.71 0.079
H 6.82 3.20 1.19 0.082
H 7.03 3.42 -2.17 0.123
H 7.05 4.80 -1.05 0.117
H 5.84 5.70 -2.85 0.118
H 4.69 5.33 -1.55 0.112
H 4.36 3.20 -2.64 0.067
H 3.44 4.09 -4.85 0.110
H 3.85 5.65 -4.21 0.113
H 1.45 5.10 -3.39 0.109
H 2.53 4.79 -2.01 0.113
H 0.13 1.98 -2.66 0.075
H -0.12 3.45 -3.53 0.082
H 0.16 3.55 -1.86 0.082
C -8.20 -2.78 -3.36 -0.129
O -7.64 -2.27 -2.18 -0.190
C -6.46 -1.46 -2.43 -0.188
C -5.63 -1.27 -1.17 -0.252
N -4.93 -2.43 -0.76 -0.046
C -4.19 -2.16 0.50 -0.173
C -2.88 -2.97 0.45 -0.231
O -3.20 -4.33 0.51 -0.194
C -2.08 -5.17 0.49 -0.091
H -7.49 -3.30 -4.01 0.087
H -8.67 -2.00 -3.96 0.083
H -8.96 -3.44 -2.96 0.090
H -6.71 -0.48 -2.84 0.120
H -5.86 -1.95 -3.19 0.104
H -6.30 -0.97 -0.36 0.118
H -4.93 -0.44 -1.22 0.109
H -5.70 -3.07 -0.64 0.116
H -4.75 -2.46 1.38 0.121
H -3.98 -1.10 0.64 0.099
H -2.43 -2.83 1.44 0.114
H -2.36 -2.69 -0.46 0.114
H -2.41 -6.20 0.61 0.094
H -1.36 -4.84 1.24 0.061
H -1.61 -5.07 -0.49 0.091
C 4.88 -0.25 -2.34 -0.137
O 4.24 -0.29 -1.12 -0.190
C 3.13 0.62 -1.03 -0.179
C 2.39 0.69 0.32 -0.166
N 1.69 -0.54 0.57 -0.076
C 1.09 -0.57 1.87 -0.179
C 0.57 -2.01 2.22 -0.203
O 1.64 -2.89 2.50 -0.201
C 1.21 -4.26 2.61 -0.089
H 5.65 -1.01 -2.42 0.092
H 5.43 0.67 -2.54 0.080
H 4.16 -0.38 -3.14 0.091
H 2.43 0.23 -1.77 0.113
H 3.43 1.61 -1.38 0.098
H 1.73 1.55 0.25 0.120
H 3.06 0.86 1.17 0.119
H 2.32 -1.33 0.55 0.115
H 0.16 0.00 1.91 0.110
H 1.77 -0.25 2.66 0.122
H -0.13 -2.34 1.46 0.098
H 0.00 -1.99 3.16 0.106
H 0.29 -4.38 3.18 0.082
H 2.04 -4.88 2.95 0.092
H 1.02 -4.61 1.60 0.069
O -1.28 -2.57 -3.19 -0.074
C -2.57 -2.38 -3.73 -0.244
C -2.64 -1.14 -4.62 -0.234
O -3.95 -0.76 -5.08 -0.068
H -1.09 -1.84 -2.59 0.026
H -2.76 -3.26 -4.35 0.123
H -3.32 -2.34 -2.95 0.095
H -1.89 -1.23 -5.40 0.116
H -2.23 -0.31 -4.04 0.103
H -3.87 0.06 -5.57 0.077
C 1.80 -3.40 -1.51 -0.155
O 2.50 -4.46 -0.89 -0.109
H 1.30 -3.74 -2.42 0.081
H 1.01 -3.06 -0.84 0.059
H 2.41 -2.54 -1.79 0.072
H 3.09 -4.00 -0.29 0.067
C -1.36 0.24 -0.58 -0.168
O -0.51 -0.66 -1.21 -0.142
H -2.22 0.50 -1.20 0.086
H -1.74 -0.16 0.36 0.068
H -0.81 1.16 -0.37 0.060
H 0.35 -0.52 -0.82 0.027
```

Properties
* HOMO level: -8.679 eV
* gap between HOMO and LUMO: 0.3354 Ha
* SMILES: COCCNCCOC.COCCNCCOC.COCCNCCOC.COCCNCCOC.OCCO.CO.CO
* energy relative to the best compared isomer or geometry (same formula, charge and spin): 0.000 eV